Entry 1:
Formula: C10H20N6O4
Source: the OMol25 dataset
Level of theory: ωB97M-V/def2-TZVPD

Structure (XYZ):
```
40
C10H20N6O4 (ωB97M-V/def2-TZVPD)
H -6.32033 1.77256 -1.21530
N -5.85198 0.85671 -1.59790
C -4.54377 0.87261 -1.26220
N -3.69884 -0.09842 -1.66883
N -3.84601 1.88604 -0.45978
C -2.75088 1.75666 0.43989
C -1.40336 2.52274 -0.06253
C -0.19480 1.70416 0.22664
C -0.22349 0.18655 -0.22562
N 0.54719 -0.57200 0.71867
C 1.80035 -0.32555 1.04838
O 2.47314 0.75472 0.90926
C 2.41188 -1.36340 1.95278
N 1.83470 -2.69183 1.98568
C 4.00810 -1.44232 1.68532
C 4.17920 -2.22965 0.31008
N 4.11194 -1.40972 -0.70211
O 4.05649 -3.41119 0.09510
C 0.26663 -0.01676 -1.63749
O 1.51210 -0.32315 -1.82841
O -0.63719 0.24538 -2.61742
H -4.03390 -0.74502 -2.35982
H -2.76386 0.21245 -2.03462
H -4.42117 2.87161 -0.40410
H -2.78057 0.66253 0.62772
H -3.11755 2.12385 1.48867
H -1.43943 3.60971 0.16209
H -1.54477 2.30227 -1.22057
H 0.00342 1.82346 1.35892
H 0.71021 2.21881 -0.17144
H -1.30392 -0.13362 -0.34623
H 0.18815 -1.49462 0.88700
H 2.28684 -0.81970 2.92646
H 2.57527 -3.38874 1.55099
H 1.49526 -3.03175 3.03085
H 4.47502 -2.02130 2.50047
H 4.23020 -0.37675 1.58149
H 3.86324 -0.45258 -0.69160
H 4.10489 -1.85466 -1.58425
H -0.25838 -0.18012 -3.39626
```

As for the HOMO energy: -0.31779 hartree. Its net charge is 0. For the electronic energy, the calculation gives -27823.39307 eV. The calculation puts the energy relative to the best compared isomer or geometry (same formula, charge and spin) at 417.89 kJ/mol. As for the spin multiplicity: 1. As for the SMILES: [H]/N=C(/N)NCCC[C@H](NC(=O)[C@@H](N)CC(N)=O)C(=O)O. As for the LUMO energy: 0.2 eV.



Entry 2:
Formula: C4H11N3O2
Source: the OMol25 dataset
Level of theory: ωB97M-V/def2-TZVPD

Structure (XYZ):
```
20
C4H11N3O2 (ωB97M-V/def2-TZVPD)
H 1.90303 1.78022 1.37712
N 1.18400 1.20404 1.11831
C 0.03433 1.63768 0.89700
N -0.35190 3.10785 0.94846
N -0.82171 0.68564 0.23535
C -2.28148 0.91867 0.41322
H -1.28772 3.17208 0.42887
H -0.64061 3.32870 1.87389
H -0.51885 -0.29307 0.34880
H -2.70776 1.92500 0.07151
H -2.62236 0.46210 1.55002
H -2.68339 0.29990 -0.39837
C 1.56301 -3.19801 -1.50611
C 0.94262 -1.95404 -0.73474
O -0.01530 -2.10316 -0.03762
O 1.50556 -0.75234 -1.12538
H 2.57852 -3.38898 -1.13408
H 1.74444 -2.78512 -2.52317
H 0.80583 -3.91279 -1.49582
H 1.66976 -0.13438 -0.30728
```

As for the HOMO energy: -0.33360 hartree. Its net charge is 0. For the electronic energy, the calculation gives -12890.55919 eV. The calculation puts the energy relative to the best compared isomer or geometry (same formula, charge and spin) at 219.10 kJ/mol. As for the spin multiplicity: 1. As for the SMILES: [H]/N=C(\N)NC.CC(=O)O. As for the LUMO energy: 0.8 eV.



Entry 3:
Formula: C3HCl3O
Source: the OMol25 dataset
Level of theory: ωB97M-V/def2-TZVPD

Structure (XYZ):
```
8
C3HCl3O (ωB97M-V/def2-TZVPD)
O 0.66977 -0.50857 -1.99041
C 0.74860 -0.52228 -0.81398
Cl 1.59900 -1.88507 0.07788
C 0.19164 0.37677 0.18472
Cl 1.47981 1.02967 1.11680
C -1.13826 0.46783 0.29069
Cl -1.89096 1.35387 1.42730
H -1.65959 -0.31222 -0.29299
```

As for the HOMO energy: -0.36975 hartree. Its net charge is 0. For the electronic energy, the calculation gives -42740.92585 eV. The calculation puts the energy relative to the best compared isomer or geometry (same formula, charge and spin) at 49.65 kJ/mol. As for the spin multiplicity: 1. As for the SMILES: O=C(Cl)/C(Cl)=C/Cl. As for the LUMO energy: -0.1 eV.



Entry 4:
Formula: H26O13
Source: the OMol25 dataset
Level of theory: ωB97M-V/def2-TZVPD

Structure (XYZ):
```
39
H26O13 (ωB97M-V/def2-TZVPD)
O -21.81088 29.98337 -1.81151
H -21.60030 29.78373 -2.72367
H -20.97815 30.25787 -1.42752
O -25.33619 30.47131 -6.96163
H -25.30894 30.20803 -6.04175
H -26.26670 30.46368 -7.18595
O -28.50972 24.80060 -7.27822
H -27.69304 24.46071 -6.91252
H -28.33859 24.87773 -8.21684
O -21.24769 31.77850 -8.12008
H -22.01703 31.34073 -7.75577
H -20.75701 32.07788 -7.35468
O -22.43867 26.64907 -5.88214
H -23.04785 26.00824 -6.24886
H -22.10496 26.23491 -5.08632
O -20.06321 27.09601 -11.10388
H -19.75453 27.73416 -11.74708
H -20.70911 27.57335 -10.58311
O -26.49439 25.22118 -2.31948
H -26.20788 25.08923 -3.22321
H -26.41734 26.16482 -2.17866
O -24.47038 28.26981 -10.42085
H -24.81618 27.37884 -10.36767
H -24.60045 28.63045 -9.54378
O -22.04654 24.44433 -2.38228
H -21.81289 24.93045 -1.59150
H -22.98380 24.27301 -2.29053
O -24.89726 24.22549 -9.99505
H -24.12600 23.82018 -10.39145
H -25.63895 23.76654 -10.38937
O -18.09471 23.43348 -3.26293
H -19.04796 23.34680 -3.25750
H -17.80820 22.98258 -2.46869
O -25.70412 22.17978 -5.73440
H -25.93146 21.68741 -6.52315
H -25.45005 21.51072 -5.09875
O -17.76359 27.82363 -4.51025
H -17.76141 26.89767 -4.26766
H -17.13277 27.88527 -5.22752
```

As for the HOMO energy: -0.41041 hartree. Its net charge is 0. For the electronic energy, the calculation gives -27038.84109 eV. The calculation puts the energy relative to the best compared isomer or geometry (same formula, charge and spin) at 299.68 kJ/mol. As for the spin multiplicity: 1. As for the LUMO energy: -0.2 eV.



Entry 5:
Formula: C9H11BO3
Source: the OMol25 dataset
Level of theory: ωB97M-V/def2-TZVPD

Structure (XYZ):
```
24
C9H11BO3 (ωB97M-V/def2-TZVPD)
B 1.20717 -1.22527 -1.66422
C -3.12438 -0.42437 -0.09708
C -2.58184 -0.88494 1.08360
C -2.51227 0.54766 -0.86602
C -1.34077 -0.33489 1.47445
C -1.37353 1.09236 -0.43366
C -0.69166 0.52692 0.65746
C 1.68147 1.50832 1.51497
C 0.62427 0.91168 1.03705
C 3.02953 1.04640 1.16058
O 0.24097 -0.50595 -2.53322
O 1.30052 -2.64126 -1.94107
O 1.84021 -0.69644 -0.72414
H -4.05750 -0.93971 -0.42961
H -3.06710 -1.40234 1.84801
H -3.03582 0.95324 -1.73747
H -0.85969 -0.81361 2.40256
H -0.92557 2.01366 -0.97961
H 1.54700 2.47427 1.91101
H 2.93173 0.34358 0.32664
H 3.53198 0.63291 2.03588
H 3.67391 1.89454 0.61863
H -0.19393 -1.17234 -3.02390
H 2.15530 -2.90442 -1.64086
```

As for the HOMO energy (alpha / beta): -0.30729 / -0.30727 hartree. Its net charge is 0. For the electronic energy, the calculation gives -16328.93351 eV. The calculation puts the energy relative to the best compared isomer or geometry (same formula, charge and spin) at 323.88 kJ/mol. As for the spin multiplicity: 1. As for the LUMO energy (alpha / beta): -2.0 / -2.0 eV.



Entry 6:
Formula: C4H5N
Source: the OMol25 dataset
Level of theory: ωB97M-V/def2-TZVPD

Structure (XYZ):
```
10
C4H5N (ωB97M-V/def2-TZVPD)
C 0.21408 2.27022 0.03367
C 0.30540 1.07478 0.15033
C 0.38618 -0.36409 0.34289
C -0.85295 -1.18997 0.28490
N 0.46606 -1.13735 -0.91013
H 0.13046 3.33114 -0.06242
H 1.16682 -0.65352 1.04859
H -1.63004 -0.59184 -0.21483
H -0.12726 -2.04127 -0.61946
H 0.10559 -0.61546 -1.70647
```

As for the HOMO energy: -0.32440 hartree. Its net charge is 0. For the electronic energy, the calculation gives -5713.08053 eV. The calculation puts the energy relative to the best compared isomer or geometry (same formula, charge and spin) at 556.34 kJ/mol. As for the spin multiplicity: 1. As for the LUMO energy: 1.0 eV.



no.,largest force on an atom (eV Å⁻¹)
1,6.232
2,4.324
3,3.154
4,0.355
5,4.346
6,0.542